Entry 1:
The following is a quantum chemistry calculation of a cluster of 2 separate species, C6H11NSi in total, from the OMol25 dataset.

* structure (SMILES): C=CN=[Si](C)C.C#C
* E_HOMO: -8.2 eV
* LUMO energy: 0.2 eV

```
! wB97M-V def2-TZVPD RIJCOSX def2/J DEFGRID3
* xyz 0 1
C -1.585 -2.326 -0.431
C -1.699 -1.613 0.667
N -1.494 -0.295 0.965
Si -0.666 0.733 0.027
C -0.579 2.444 0.798
C 0.384 0.934 -1.506
H -2.052 -3.319 -0.425
H -1.087 -1.921 -1.248
H -2.339 -2.173 1.306
H -0.815 2.523 1.759
H 0.345 2.955 0.823
H -1.163 3.206 0.354
H 0.147 1.776 -1.983
H 1.458 1.213 -1.189
H 0.363 0.048 -2.138
C 3.156 -1.468 0.957
C 1.986 -1.733 1.080
H 4.072 -1.357 0.439
H 1.064 -1.795 1.576
*
```

These are the natural (NBO) partial charges, in e, on atoms 1 to 2: number 1, C, carries -0.48; number 2, C, carries -0.01


Entry 2:
The following is a quantum chemistry calculation of the ion C6H11O with charge -1, from the OMol25 dataset.

* structure (SMILES): C/C=C/CCC[O-]
* E_HOMO: -2.3 eV
* LUMO energy: 4.0 eV

```
! wB97M-V def2-TZVPD RIJCOSX def2/J DEFGRID3
* xyz -1 1
C -1.059 2.509 -0.543
C -0.420 1.199 -0.086
C -0.965 0.000 -0.493
C -0.763 -1.299 0.332
C 0.703 -1.503 0.828
C 1.848 -0.992 -0.270
O 2.424 0.220 0.053
H -0.675 3.195 0.226
H -2.108 2.329 -0.476
H -0.540 2.920 -1.415
H 0.358 1.403 0.679
H -1.933 -0.055 -0.975
H -1.012 -2.114 -0.386
H -1.388 -1.438 1.245
H 0.900 -2.474 1.145
H 1.123 -0.888 1.632
H 2.450 -1.938 -0.379
H 1.056 -1.074 -1.117
*
```

These are the natural (NBO) partial charges, in e, on atoms 1 to 2: number 1, C, carries -0.67; number 2, C, carries -0.14


Entry 3:
The following is a quantum chemistry calculation of the ion C6H11O with charge +1, from the OMol25 dataset.

* E_HOMO: -14.8 eV
* LUMO energy: -2.7 eV

```
! wB97M-V def2-TZVPD RIJCOSX def2/J DEFGRID3
* xyz 1 1
C -0.901 0.462 -2.624
C -1.220 0.680 -1.362
C 1.362 -0.695 0.964
C 0.199 -0.184 1.829
C 0.827 -0.692 -0.478
C -0.389 0.880 0.930
O -0.377 0.186 -0.342
H -1.525 0.787 -3.434
H -0.002 -0.060 -2.912
H 1.599 -0.426 -1.265
H 2.211 -0.019 1.068
H 1.674 -1.690 1.276
H -0.542 -0.965 2.006
H 0.524 0.212 2.786
H -2.085 1.200 -0.995
H 0.420 -1.673 -0.755
H -1.423 1.147 1.154
H 0.227 1.784 0.880
*
```

These are the natural (NBO) partial charges, in e, on atoms 1 to 2: number 1, C, carries -0.38; number 2, C, carries 0.09


Entry 4:
The following is a quantum chemistry calculation of a cluster of 2 separate species, C6H11O in total, from the OMol25 dataset.

* E_HOMO: -15.2 eV
* LUMO energy: -5.1 eV

```
! wB97M-V def2-TZVPD RIJCOSX def2/J DEFGRID3
* xyz 1 1
C -1.819 -0.150 0.526
C -1.222 1.088 -0.098
C -1.016 -1.295 -0.169
C 0.184 0.629 -0.561
C 1.061 -0.001 0.390
C 2.607 -0.006 0.130
O 0.230 -0.793 -0.522
H -1.732 -0.285 1.560
H -2.788 -0.434 0.255
H -1.777 1.402 -0.902
H -1.220 1.863 0.561
H -0.895 -2.221 0.407
H -1.667 -1.532 -1.114
H 0.799 1.582 -2.156
H 0.700 0.091 1.368
H 3.005 -0.960 0.541
H 2.907 0.898 0.753
H 2.646 0.125 -0.966
*
```

These are the natural (NBO) partial charges, in e, on atoms 1 to 2: number 1, C, carries -0.43; number 2, C, carries -0.49


Entry 5:
The following is a quantum chemistry calculation of a structure of composition C6H11O2PS, from the OMol25 dataset.

* E_HOMO: -7.6 eV
* LUMO energy: 0.8 eV

```
! wB97M-V def2-TZVPD RIJCOSX def2/J DEFGRID3
* xyz 0 1
C 0.070 1.594 0.426
C -0.845 2.744 0.610
C 1.607 -1.705 0.434
C 0.565 -1.245 1.452
C 1.751 -0.661 -0.672
C -2.134 -0.186 -1.274
O -0.692 -1.006 0.827
O 0.492 -0.427 -1.301
P -0.625 0.156 -0.308
S -0.253 2.870 -1.103
H -1.920 2.636 0.716
H -0.441 3.537 1.230
H 2.565 -1.850 0.932
H 1.284 -2.650 -0.008
H 0.381 -2.018 2.203
H 0.908 -0.331 1.948
H 2.129 0.281 -0.260
H 2.419 -1.011 -1.462
H -2.187 -1.247 -1.494
H -3.004 0.126 -0.702
H -2.069 0.392 -2.194
*
```

These are the natural (NBO) partial charges, in e, on atoms 1 to 2: number 1, C, carries -0.70; number 2, C, carries -0.53


Entry 6:
The following is a quantum chemistry calculation of a cluster of 2 separate species, C6H11P in total, from the OMol25 dataset.

* structure (SMILES): CC1=CC=CC1.P
* E_HOMO: -8.0 eV
* LUMO energy: 0.9 eV

```
! wB97M-V def2-TZVPD RIJCOSX def2/J DEFGRID3
* xyz 0 1
C -0.082 -1.685 0.939
C 0.681 -0.363 1.012
C 1.696 -0.105 1.899
C 1.804 1.326 1.837
C 1.053 1.867 0.859
C 0.158 0.830 0.303
H 0.362 -2.477 1.575
H -0.071 -2.099 -0.167
H -1.161 -1.478 1.208
H 2.251 -0.883 2.585
H 2.496 1.852 2.479
H 0.896 2.933 0.738
H -0.898 1.027 0.633
H 0.005 0.800 -0.887
P -1.952 -0.587 -3.217
H -2.747 -1.356 -3.992
H -3.050 0.434 -3.346
H -1.442 -0.036 -4.458
*
```

These are the natural (NBO) partial charges, in e, on atoms 1 to 2: number 1, C, carries -0.64; number 2, C, carries 0.04


Entry 7:
The following is a quantum chemistry calculation of the molecule C6H11P, from the OMol25 dataset.

* structure (SMILES): C=C[C@H]1[C@@H](C)P1C
* E_HOMO: -8.6 eV
* LUMO energy: 1.1 eV

```
! wB97M-V def2-TZVPD RIJCOSX def2/J DEFGRID3
* xyz 0 1
C 2.758 -1.023 -0.184
C 1.598 -0.550 -0.687
C 0.231 -0.507 -0.062
C -0.460 0.801 0.271
C 0.112 2.094 -0.256
P -1.594 -0.178 -0.835
C -2.570 -1.115 0.442
H 2.820 -1.493 0.785
H 3.668 -0.958 -0.754
H 1.652 -0.080 -1.664
H 0.150 -1.234 0.747
H -0.798 0.891 1.304
H -0.661 2.860 -0.319
H 0.541 1.958 -1.247
H 0.898 2.445 0.411
H -2.155 -1.011 1.441
H -2.599 -2.168 0.164
H -3.589 -0.733 0.444
*
```

These are the natural (NBO) partial charges, in e, on atoms 1 to 2: number 1, C, carries -0.40; number 2, C, carries -0.18


Entry 8:
The following is a quantum chemistry calculation of the ion C6H12 with charge -1, from the OMol25 dataset.

* E_HOMO (spin up / spin down): 0.5 / -1.4 eV
* LUMO energy (spin up / spin down): 4.5 / 4.5 eV
* expectation value of S²: 0.757

```
! wB97M-V def2-TZVPD RIJCOSX def2/J DEFGRID3
* xyz -1 2
C -2.132 1.023 -0.120
C -1.119 0.481 -1.058
C 0.172 -0.053 -0.360
C 0.727 0.088 0.953
C 1.478 -0.906 1.833
C 1.097 -0.628 -1.394
H -1.767 1.188 1.020
H -3.031 0.365 0.098
H -2.520 2.022 -0.439
H -1.697 -0.428 -1.522
H -0.828 1.310 -1.740
H 0.934 1.052 1.336
H 1.122 -0.773 2.817
H 1.051 -1.831 1.561
H 2.575 -0.924 1.860
H 1.674 -1.370 -0.775
H 1.593 0.352 -1.746
H 0.669 -0.968 -2.323
*
```

These are the natural (NBO) partial charges, in e, on atoms 1 to 2: number 1, C, carries -0.61; number 2, C, carries -0.45


Calculated calculated total energy, -15763.368, -8444.957, -8438.887, -8434.555, -30618.134, -15686.376, -15687.503, -6412.219 eV (same order as the records).
Calculated max |F|, 4.843, 4.134, 1.874, 5.111, 1.972, 3.352, 1.979, 4.568 eV Å⁻¹ (same order as the records).